1.
ORCA calculation (the ωB97M-V functional and the def2-TZVPD basis) on C29H40FN3O6RuSi as an isolated structure in a non-equilibrium geometry.

XYZ file:
```
81
Properties=species:S:1:pos:R:3:nbo_charge:R:1
Ru 1.32 -0.78 -0.06 1.6562
C 0.31 -1.53 3.07 -0.2687
O 1.52 -1.62 2.33 -0.5711
C 2.08 -2.93 2.31 -0.0860
C 1.52 -3.80 1.18 -0.1095
O 1.96 -3.21 -0.03 -0.5817
C 1.52 -3.85 -1.21 -0.1042
C 1.95 -2.97 -2.39 -0.0887
O 1.28 -1.72 -2.43 -0.5680
C 0.03 -1.79 -3.10 -0.2551
H 0.49 -1.80 4.11 0.1868
H -0.48 -2.18 2.67 0.2020
H -0.01 -0.49 3.01 0.2129
H 1.92 -3.42 3.28 0.2006
H 3.15 -2.78 2.15 0.2016
H 0.42 -3.84 1.22 0.2253
H 1.92 -4.82 1.27 0.1947
H 0.43 -3.97 -1.19 0.2202
H 1.99 -4.84 -1.30 0.1935
H 1.80 -3.51 -3.33 0.1991
H 3.01 -2.72 -2.27 0.2050
H 0.19 -2.13 -4.13 0.1834
H -0.38 -0.79 -3.11 0.2031
H -0.67 -2.47 -2.60 0.2014
C -6.42 -0.64 1.64 -0.6198
C -5.98 0.44 0.66 -0.0300
C -6.56 1.78 1.09 -0.3992
C -6.10 2.89 0.15 -0.4277
C -4.60 2.94 0.16 -0.0043
C -3.94 4.12 -0.08 -0.2291
C -2.54 4.16 -0.06 0.3964
F -1.92 5.33 -0.30 -0.3134
C -1.81 3.03 0.20 -0.2644
C -2.46 1.82 0.41 -0.0681
C -1.65 0.61 0.57 0.5035
O -0.41 0.70 0.70 -0.7332
C -2.41 -0.59 0.57 -0.3195
C -3.77 -0.57 0.60 0.1442
N -4.51 0.55 0.58 -0.3306
C -3.87 1.76 0.40 0.1537
C -1.72 -1.95 0.47 0.7959
O -2.26 -2.91 1.01 -0.6652
O -0.65 -1.98 -0.20 -0.8447
H -7.47 -0.49 1.87 0.2329
H -5.85 -0.57 2.57 0.2234
H -6.32 -1.65 1.24 0.2223
H -6.34 0.20 -0.35 0.2044
H -6.25 2.00 2.11 0.2143
H -7.65 1.71 1.08 0.2322
H -6.52 3.85 0.46 0.2337
H -6.45 2.69 -0.86 0.2236
H -4.48 5.03 -0.29 0.2387
H -0.73 3.04 0.21 0.2515
H -4.29 -1.52 0.63 0.2478
C 5.13 -2.92 0.33 -0.6657
C 5.04 -1.42 0.31 0.2666
C 6.20 -0.67 0.53 -0.2406
C 6.12 0.71 0.50 -0.1396
C 4.92 1.32 0.21 -0.2474
C 3.79 0.50 -0.03 0.3333
N 3.87 -0.85 0.07 -0.5218
N 2.59 0.95 -0.39 -0.9209
Si 2.20 2.43 -1.23 1.7453
C 1.88 3.88 -0.01 -1.1104
C 0.68 1.88 -2.26 -1.0946
C 3.59 2.90 -2.46 -1.1072
H 6.00 -3.25 -0.23 0.2368
H 4.24 -3.36 -0.10 0.2396
H 5.25 -3.27 1.35 0.2325
H 7.13 -1.17 0.71 0.2304
H 6.99 1.32 0.68 0.2334
H 4.81 2.39 0.18 0.2276
H 1.46 3.55 0.93 0.2475
H 1.21 4.60 -0.46 0.2521
H 2.81 4.39 0.21 0.2448
H 0.20 1.03 -1.76 0.2123
H 0.99 1.56 -3.25 0.2449
H -0.05 2.67 -2.38 0.2478
H 4.42 3.41 -1.98 0.2369
H 3.19 3.58 -3.21 0.2510
H 3.98 2.03 -2.97 0.2426
```

total energy	-2228.826553	a.u.
M	674.81	g/mol
charge	+1
frontier orbital gap (spin up / spin down)	0.3106 / 0.2138	hartree
2S+1	6

2.
ORCA calculation (the ωB97M-V functional and the def2-TZVPD basis) on one molecule with the formula C4H5NO2.

XYZ file:
```
12
Properties=species:S:1:pos:R:3:nbo_charge:R:1
O -1.11 -2.68 1.62 -0.5428
C -0.44 -1.41 -0.28 0.0655
N -0.24 -0.19 0.13 -0.5220
C -0.30 0.97 -0.74 -0.3355
C 0.79 1.96 -0.37 0.4308
O 1.42 1.86 0.66 -0.5124
C -0.28 -2.43 0.76 0.2926
H 0.03 0.05 1.09 0.4005
H -1.27 1.48 -0.66 0.2321
H -0.19 0.63 -1.78 0.2475
H 0.95 2.79 -1.07 0.1269
H 0.64 -3.04 0.64 0.1167
```

total energy	-360.557318	a.u.
M	99.09	g/mol
relative energy (zero: lowest compared OMol25 entry of this formula, charge and spin)	294.3	kJ/mol
frontier orbital gap	0.3455	hartree

3.
ORCA calculation (the ωB97M-V functional and the def2-TZVPD basis) on a 5-piece molecular cluster, C2H12NO6 overall in a non-equilibrium geometry.

XYZ file:
```
21
Properties=species:S:1:pos:R:3:nbo_charge:R:1
C 1.84 -1.92 0.55 -0.4242
N 0.94 -1.09 1.31 -0.7208
C -0.45 -1.08 1.19 0.8746
O -1.04 -0.49 2.17 -0.8337
O -0.91 -1.46 0.12 -0.8197
H 1.64 -1.93 -0.57 0.1950
H 1.53 -2.99 0.92 0.1709
H 3.04 -1.95 0.66 0.1923
H 1.36 -0.47 1.98 0.3817
H 1.78 1.72 0.35 0.4769
H 2.60 2.62 -0.59 0.4533
O 1.91 2.71 -0.01 -0.9322
H -2.34 1.53 0.61 0.4673
H -2.01 1.42 2.09 0.5013
O -2.52 2.03 1.53 -0.9757
H -1.44 -1.36 -1.87 0.5274
H -2.56 -0.33 -1.83 0.4866
O -1.86 -0.65 -2.42 -0.9480
H -1.00 0.68 -2.38 0.4878
H -0.06 1.36 -1.43 0.4556
O -0.45 1.65 -2.35 -1.0164
```

total energy	-589.636537	a.u.
M	146.12	g/mol
relative energy (zero: lowest compared OMol25 entry of this formula, charge and spin)	191.8	kJ/mol
charge	-1
frontier orbital gap	0.3052	hartree

4.
ORCA calculation (the ωB97M-V functional and the def2-TZVPD basis) on a 2-piece molecular cluster, CH8FNSi2 overall in a non-equilibrium geometry.

XYZ file:
```
13
Properties=species:S:1:pos:R:3:nbo_charge:R:1
C 1.29 -1.46 -0.06 -0.3286
N -2.26 1.75 -0.12 -1.3406
F 0.15 -1.14 0.64 -0.3855
Si -2.48 0.76 1.14 1.3319
Si 1.88 0.23 -0.93 0.8161
H 1.10 -2.31 -0.72 0.1789
H 2.01 -2.05 0.66 0.1817
H -2.08 1.50 -1.07 0.3810
H 1.31 0.46 -2.33 -0.1463
H -1.67 -0.45 1.75 -0.1700
H -3.57 1.33 1.96 -0.2033
H 3.22 0.15 -0.74 -0.1783
H 1.10 1.23 -0.17 -0.1372
```

total energy	-776.363424	a.u.
M	109.25	g/mol
relative energy (zero: lowest compared OMol25 entry of this formula, charge and spin)	332.6	kJ/mol
SMILES	FC[SiH3].N=[SiH2]
frontier orbital gap	0.3329	hartree

5.
ORCA calculation (the ωB97M-V functional and the def2-TZVPD basis) on C4H6O2 as an isolated structure.

XYZ file:
```
12
Properties=species:S:1:pos:R:3:nbo_charge:R:1
C -1.08 -1.12 0.02 -0.6274
C -0.08 -0.09 0.45 0.1198
C -0.26 1.36 0.57 -0.1369
O -0.08 0.51 1.73 -0.4930
C 1.19 0.24 -0.08 0.1929
O 1.47 0.16 -1.40 -0.6562
H -0.98 -2.01 0.64 0.2332
H -2.09 -0.72 0.10 0.2415
H -0.89 -1.42 -1.02 0.2106
H 0.44 2.19 0.44 0.2194
H 0.64 0.07 -1.89 0.4836
H 2.04 0.42 0.56 0.2124
```

total energy	-306.326569	a.u.
M	86.09	g/mol
relative energy (zero: lowest compared OMol25 entry of this formula, charge and spin)	471.9	kJ/mol
frontier orbital gap	0.3144	hartree

6.
ORCA calculation (the ωB97M-V functional and the def2-TZVPD basis) on one molecule with the formula C11H15N3O in a non-equilibrium geometry.

XYZ file:
```
30
Properties=species:S:1:pos:R:3:nbo_charge:R:1
C -2.13 1.60 0.31 0.2935
C -1.15 -1.96 0.07 0.2984
C -1.18 0.48 -1.61 0.6167
C 0.17 1.10 -1.40 -0.5302
C 0.26 -0.07 0.83 -0.3900
C -1.99 0.30 -0.30 -0.1052
C -1.16 -0.63 0.64 -0.1592
C 1.04 0.24 -0.46 -0.0238
C -1.87 -0.75 2.00 -0.5915
C 2.29 1.04 -0.08 -0.5986
C 1.47 -1.03 -1.19 -0.6217
N -2.24 2.64 0.77 -0.2886
N -1.18 -3.03 -0.34 -0.3022
N -3.31 -0.27 -0.52 -0.8079
O -1.63 0.11 -2.66 -0.5028
H 0.66 1.21 -2.37 0.2415
H 0.02 2.09 -0.96 0.2442
H 0.17 0.86 1.41 0.2271
H 0.83 -0.78 1.43 0.2316
H -1.88 0.22 2.50 0.2251
H -1.36 -1.47 2.63 0.2255
H -2.90 -1.07 1.85 0.2485
H 2.94 0.45 0.56 0.2140
H 2.02 1.95 0.45 0.2100
H 2.85 1.32 -0.97 0.2149
H 2.00 -1.70 -0.52 0.2157
H 2.14 -0.78 -2.01 0.2163
H 0.62 -1.56 -1.61 0.2252
H -3.92 0.39 -0.99 0.3832
H -3.24 -1.09 -1.11 0.3902
```

total energy	-667.664222	a.u.
M	205.26	g/mol
relative energy (zero: lowest compared OMol25 entry of this formula, charge and spin)	76.7	kJ/mol
SMILES	CC1(C)CC(=O)[C@](N)(C#N)[C@@](C)(C#N)C1
frontier orbital gap	0.3885	hartree